Record 1
{"formula": "C5H10NO4PS", "method": "ωB97M-V with the def2-TZVPD basis set", "max_force_ev_per_a": 6.4, "de_lowest_kcal_mol": 42.9, "e_tot_ev": -35152.644, "elements": ["C", "C", "C", "C", "C", "N", "O", "O", "O", "O", "P", "S", "H", "H", "H", "H", "H", "H", "H", "H", "H", "H"], "coordinates": [[-0.576, -0.527, -1.076], [-1.961, -0.205, 0.689], [-0.629, 0.270, 1.127], [-0.570, 1.841, 0.950], [-0.051, -0.229, 2.481], [0.238, -0.330, 0.085], [-0.111, -1.023, -2.071], [-1.863, -0.160, -0.800], [2.008, -1.337, -3.850], [2.541, -0.739, -1.293], [1.897, -0.365, -2.579], [2.203, 1.455, -3.237], [-1.984, -1.283, 0.874], [-2.825, 0.321, 0.880], [0.472, 1.985, 0.732], [-0.896, 2.255, 1.928], [-1.102, 2.109, 0.084], [0.991, 0.084, 2.691], [0.056, -1.314, 2.486], [-0.652, 0.041, 3.295], [1.663, -2.219, -3.612], [1.151, -0.629, 0.214]], "forces_ev_per_angstrom": [[1.833, 0.857, 5.244], [1.545, -2.610, -1.874], [2.474, 1.496, 0.388], [0.833, -2.237, 2.206], [0.679, -0.437, -1.211], [-6.019, 0.813, -2.025], [0.080, 0.014, -2.907], [1.782, -0.763, -0.426], [-0.963, -0.667, 1.279], [-0.973, -0.855, -0.840], [2.320, 1.939, -0.178], [-1.112, -0.998, 0.412], [-0.745, 0.090, 0.437], [-1.654, 1.129, 0.981], [0.520, 0.807, 0.289], [0.132, 0.370, -0.990], [-1.021, 0.653, -0.798], [-0.636, 0.482, -0.456], [-0.434, -0.145, -0.187], [-0.887, 0.521, 1.235], [0.264, 0.116, -0.293], [1.980, -0.576, -0.286]], "nbo_charge": [0.939, -0.067, 0.099, -0.618, -0.620, -0.643, -0.650, -0.480, -0.955, -1.088, 1.927, -0.544, 0.191, 0.216, 0.229, 0.213, 0.220, 0.232, 0.220, 0.218, 0.507, 0.455]}

***

Record 2
{"formula": "C2H6P2", "method": "ωB97M-V with the def2-TZVPD basis set", "max_force_ev_per_a": 0.5, "de_lowest_kcal_mol": 16.5, "e_tot_ev": -20746.379, "elements": ["C", "C", "P", "P", "H", "H", "H", "H", "H", "H"], "coordinates": [[-1.286, 0.928, 0.063], [-2.240, 0.041, -0.130], [2.955, -0.454, 1.207], [2.242, -1.878, -0.046], [-0.996, 1.254, 1.050], [-0.744, 1.372, -0.755], [2.247, -1.172, -1.255], [-2.531, -0.281, -1.116], [-2.784, -0.399, 0.689], [3.138, 0.589, 0.290]], "forces_ev_per_angstrom": [[0.195, 0.141, 0.072], [-0.166, -0.102, -0.038], [-0.145, -0.491, 0.041], [0.061, -0.036, 0.544], [-0.010, -0.003, 0.167], [0.068, 0.054, -0.206], [0.040, 0.272, -0.296], [0.002, -0.030, -0.206], [-0.069, -0.073, 0.208], [0.024, 0.267, -0.285]], "nbo_charge": [-0.384, -0.381, 0.028, 0.043, 0.192, 0.190, -0.035, 0.191, 0.192, -0.035]}

***

Record 3
{"formula": "C5H6S", "method": "ωB97M-V with the def2-TZVPD basis set", "smiles": "C#C[C@H]1S[C@@H]1C", "max_force_ev_per_a": 5.5, "de_lowest_kcal_mol": 50.6, "e_tot_ev": -16114.343, "elements": ["C", "C", "C", "S", "C", "C", "H", "H", "H", "H", "H", "H"], "coordinates": [[2.939, 0.153, -0.237], [1.826, 0.271, 0.247], [0.508, 0.367, 0.551], [-0.418, 1.967, -0.019], [-0.649, 0.264, -0.422], [-1.879, -0.603, 0.016], [3.944, 0.004, -0.594], [0.375, 0.170, 1.587], [-0.222, 0.112, -1.432], [-2.605, -0.897, -0.857], [-1.396, -1.568, 0.283], [-2.423, -0.239, 0.877]], "forces_ev_per_angstrom": [[-1.043, -0.012, 0.857], [4.673, -0.507, -2.914], [-3.479, 1.832, 0.362], [0.415, -0.032, 0.958], [0.228, -1.360, -0.289], [0.611, -1.184, -2.102], [-0.468, 0.145, 0.198], [-1.005, -0.162, 0.779], [-0.757, -0.445, 0.510], [1.338, 1.042, 1.592], [-0.521, 0.352, 0.053], [0.005, 0.330, -0.005]], "nbo_charge": [-0.190, -0.051, -0.323, 0.112, -0.321, -0.620, 0.241, 0.247, 0.236, 0.226, 0.216, 0.228]}

***

Record 4
{"formula": "C35H26F5N3ORuS2Si", "method": "ωB97M-V with the def2-TZVPD basis set", "multiplicity": 5, "max_force_ev_per_a": 0.7, "de_lowest_kcal_mol": 65.3, "e_tot_ev": -88935.035, "charge": 2, "elements": ["Ru", "S", "C", "C", "C", "C", "C", "C", "N", "C", "C", "C", "C", "C", "C", "C", "C", "N", "C", "C", "C", "C", "C", "S", "C", "H", "H", "H", "H", "H", "H", "H", "H", "H", "H", "H", "H", "C", "Si", "C", "C", "N", "C", "C", "C", "C", "C", "C", "H", "H", "H", "H", "H", "H", "H", "H", "H", "H", "H", "H", "H", "H", "F", "C", "C", "F", "C", "F", "C", "O", "C", "F", "C", "F"], "coordinates": [[-0.133, -1.615, -0.191], [5.781, 0.025, 1.175], [7.127, 1.058, 1.288], [6.788, 2.379, 1.137], [5.418, 2.554, 0.909], [4.709, 1.355, 0.883], [3.313, 1.188, 0.683], [2.738, -0.121, 0.663], [1.466, -0.353, 0.595], [0.555, 0.793, 0.543], [1.115, 2.142, 0.292], [0.156, 3.198, -0.031], [-1.173, 3.109, -0.250], [-2.065, 1.932, -0.311], [-3.442, 2.028, -0.118], [-4.252, 0.888, -0.131], [-3.635, -0.351, -0.335], [-2.323, -0.467, -0.540], [-1.607, 0.651, -0.551], [-5.702, 0.971, 0.073], [-6.557, -0.042, 0.418], [-7.897, 0.402, 0.562], [-8.026, 1.736, 0.322], [-6.550, 2.445, -0.158], [2.449, 2.307, 0.406], [8.106, 0.646, 1.473], [7.504, 3.185, 1.188], [4.963, 3.522, 0.772], [3.393, -0.987, 0.692], [0.582, 4.195, -0.073], [-1.688, 4.050, -0.409], [-3.880, 3.000, 0.074], [-4.212, -1.266, -0.344], [-6.245, -1.058, 0.609], [-8.718, -0.236, 0.851], [-8.919, 2.337, 0.365], [2.880, 3.289, 0.265], [2.099, -0.200, -2.558], [0.395, 0.539, -2.459], [-0.843, -0.450, -3.420], [0.435, 2.283, -3.060], [-0.224, 0.368, -0.695], [-0.264, 0.757, 1.847], [-0.303, 1.849, 2.707], [-1.021, 1.788, 3.895], [-1.710, 0.641, 4.246], [-1.653, -0.475, 3.419], [-0.921, -0.403, 2.248], [2.255, -0.490, -3.600], [2.270, -1.087, -1.947], [2.864, 0.536, -2.305], [-0.427, -0.614, -4.417], [-1.786, 0.087, -3.538], [-1.082, -1.431, -3.003], [0.646, 2.240, -4.133], [1.222, 2.870, -2.589], [-0.516, 2.799, -2.938], [0.224, 2.760, 2.466], [-1.037, 2.650, 4.548], [-2.274, 0.603, 5.168], [-2.157, -1.391, 3.693], [-0.873, -1.337, 1.677], [3.508, -7.085, -1.846], [2.725, -6.227, -1.266], [2.166, -5.181, -2.046], [2.448, -5.140, -3.326], [1.349, -4.275, -1.449], [0.755, -3.316, -2.171], [1.038, -4.353, -0.044], [0.273, -3.541, 0.545], [1.621, -5.446, 0.704], [1.340, -5.518, 1.977], [2.448, -6.356, 0.103], [2.995, -7.345, 0.770]], "forces_ev_per_angstrom": [[0.146, 0.653, -0.147], [0.108, -0.062, -0.042], [-0.013, -0.008, 0.052], [-0.065, -0.016, -0.042], [0.086, -0.047, -0.011], [-0.115, 0.127, 0.040], [-0.039, 0.104, -0.022], [-0.055, -0.209, 0.173], [0.006, 0.223, -0.259], [-0.109, -0.223, -0.022], [-0.004, 0.142, -0.058], [0.103, -0.129, 0.024], [-0.077, -0.111, -0.006], [-0.025, 0.136, -0.018], [0.026, -0.055, 0.003], [-0.106, 0.114, -0.038], [0.024, -0.097, -0.048], [-0.041, -0.007, 0.170], [0.145, -0.149, -0.025], [0.237, -0.216, -0.254], [-0.135, 0.131, 0.148], [0.150, -0.011, 0.094], [-0.018, -0.031, -0.258], [-0.091, 0.129, 0.310], [0.078, -0.049, 0.043], [0.009, -0.004, 0.009], [0.015, 0.004, 0.002], [-0.010, 0.015, -0.003], [0.002, -0.005, -0.016], [0.007, 0.007, 0.000], [-0.010, 0.006, 0.002], [-0.036, -0.008, 0.010], [0.002, -0.007, -0.002], [-0.010, -0.014, 0.013], [-0.013, 0.005, 0.019], [-0.025, -0.012, -0.039], [0.029, 0.001, -0.017], [0.076, -0.033, 0.090], [0.090, 0.013, 0.097], [-0.113, -0.116, 0.051], [-0.052, 0.060, -0.048], [-0.108, -0.004, 0.031], [-0.039, 0.020, -0.038], [-0.028, -0.020, 0.002], [0.021, 0.025, -0.026], [-0.030, -0.066, 0.010], [0.069, 0.179, 0.047], [-0.004, -0.189, 0.002], [0.038, 0.030, -0.025], [-0.046, -0.025, -0.053], [0.010, -0.009, 0.025], [-0.025, 0.009, -0.033], [0.001, 0.010, -0.003], [0.048, 0.002, -0.023], [0.024, -0.010, -0.016], [-0.009, 0.032, -0.013], [-0.001, 0.012, -0.015], [0.003, 0.007, 0.010], [0.000, 0.004, 0.004], [0.001, 0.005, 0.001], [0.003, -0.018, -0.006], [-0.110, -0.057, 0.195], [0.024, -0.020, -0.021], [-0.050, 0.079, -0.012], [0.042, -0.121, 0.124], [-0.029, 0.060, -0.063], [-0.061, -0.104, 0.045], [0.120, -0.010, 0.088], [-0.087, -0.101, -0.005], [0.054, -0.006, -0.141], [-0.016, 0.064, -0.110], [0.012, -0.036, 0.046], [0.011, 0.012, -0.060], [-0.015, 0.000, 0.059]], "lowdin_charge": [1.287, 1.086, -0.355, -0.134, -0.075, -0.471, -0.167, -0.078, 0.036, -0.369, -0.183, -0.039, 0.005, -0.112, 0.065, -0.171, -0.023, 0.094, -0.361, -0.505, -0.108, -0.155, -0.378, 1.080, 0.060, 0.086, 0.122, 0.117, 0.110, 0.135, 0.131, 0.117, 0.128, 0.112, 0.114, 0.079, 0.132, -0.148, 0.532, -0.154, -0.141, -0.168, -0.138, -0.003, -0.035, -0.045, -0.040, -0.064, 0.056, 0.008, 0.046, 0.056, 0.052, 0.019, 0.060, 0.042, 0.045, 0.119, 0.119, 0.119, 0.119, 0.059, 0.228, -0.076, -0.122, 0.191, -0.114, 0.088, -0.225, -0.067, -0.103, 0.200, -0.122, 0.192]}

***

Record 5
{"formula": "C7H6F2O", "method": "ωB97M-V with the def2-TZVPD basis set", "max_force_ev_per_a": 6.5, "de_lowest_kcal_mol": 61.5, "e_tot_ev": -14833.564, "elements": ["C", "C", "C", "C", "C", "C", "C", "O", "F", "F", "H", "H", "H", "H", "H", "H"], "coordinates": [[-1.821, -0.923, 0.178], [-0.494, -0.895, 0.274], [-2.553, 1.527, -0.048], [-2.746, 0.249, 0.023], [0.256, 0.322, 0.287], [-0.479, 1.584, -0.011], [1.782, 0.346, 0.146], [-0.109, 1.361, 1.264], [-4.053, -0.196, 0.066], [-0.138, 2.835, -0.621], [-2.414, -1.797, 0.165], [-0.108, -1.860, 0.470], [-2.833, 2.539, 0.055], [2.354, -0.092, 1.048], [1.976, 1.502, 0.149], [2.015, -0.257, -0.715]], "forces_ev_per_angstrom": [[-0.787, 2.242, -0.691], [-2.134, -0.796, 0.408], [6.545, -0.004, -0.177], [-1.015, -1.173, 0.297], [2.074, 1.940, -0.294], [-4.444, 1.729, 0.147], [-0.337, 1.459, 1.591], [-0.244, 0.315, 0.165], [0.192, -0.174, 0.067], [0.144, -2.593, 1.045], [-0.088, -1.165, 0.172], [1.215, -0.640, -0.041], [-0.968, 0.362, -0.249], [-1.241, 0.574, -1.211], [0.426, -2.428, -0.615], [0.663, 0.352, -0.615]], "nbo_charge": [-0.177, -0.215, -0.224, 0.296, 0.114, 0.620, -0.625, -0.476, -0.355, -0.358, 0.228, 0.227, 0.248, 0.229, 0.244, 0.222]}

***

Record 6
{"formula": "C5H14N2O", "method": "ωB97M-V with the def2-TZVPD basis set", "smiles": "CN(CCN)CCO", "max_force_ev_per_a": 3.0, "de_lowest_kcal_mol": 89.7, "e_tot_ev": -10437.136, "elements": ["C", "N", "C", "C", "N", "C", "C", "O", "H", "H", "H", "H", "H", "H", "H", "H", "H", "H", "H", "H", "H", "H"], "coordinates": [[-0.418, 0.280, 1.208], [-0.243, -0.727, 0.118], [1.127, -0.596, -0.512], [2.260, -0.587, 0.507], [2.698, 0.817, 0.657], [-1.188, -0.684, -0.981], [-2.558, -0.148, -0.574], [-2.472, 1.317, -0.502], [-1.185, 1.040, 1.151], [0.524, 1.011, 1.290], [-0.657, -0.296, 2.080], [1.439, -1.384, -1.202], [1.254, 0.446, -0.883], [3.058, -1.212, 0.136], [2.096, -1.077, 1.500], [3.621, 1.073, 0.440], [2.042, 1.573, 0.794], [-1.280, -1.750, -1.395], [-0.756, 0.020, -1.773], [-3.286, -0.339, -1.296], [-2.986, -0.431, 0.382], [-3.089, 1.654, -1.144]], "forces_ev_per_angstrom": [[2.064, 1.240, -0.451], [1.404, 0.470, -0.707], [-0.373, 0.322, 1.940], [0.304, 1.019, 1.229], [-0.034, -0.876, 0.760], [-0.251, -0.390, -0.493], [0.989, 1.837, 0.425], [0.083, -0.516, 0.091], [-0.568, -0.257, -0.812], [-2.063, -2.175, 0.409], [0.570, 0.073, 0.944], [-1.187, 0.126, -0.447], [-0.507, -0.899, -0.907], [0.665, 0.339, -0.400], [-0.678, 0.516, -0.663], [0.875, 0.229, -0.196], [0.365, -0.466, -0.156], [0.083, 1.462, 0.302], [-0.967, -0.899, 0.487], [-1.044, -0.804, -1.328], [0.489, -0.651, 0.236], [-0.218, 0.301, -0.262]], "nbo_charge": [-0.445, -0.454, -0.247, -0.234, -0.899, -0.233, -0.088, -0.750, 0.229, 0.177, 0.201, 0.206, 0.190, 0.199, 0.193, 0.376, 0.370, 0.198, 0.180, 0.175, 0.186, 0.469]}

***

Record 7
{"formula": "H2N4O4P", "method": "ωB97M-V with the def2-TZVPD basis set", "smiles": "N[P@@](=O)([O-])O/N=N\\N=O", "max_force_ev_per_a": 2.9, "de_lowest_kcal_mol": 40.7, "e_tot_ev": -23468.553, "charge": -1, "elements": ["N", "P", "O", "O", "O", "N", "N", "N", "O", "H", "H"], "coordinates": [[1.005, -0.943, -1.722], [0.100, -0.021, -0.632], [1.119, 0.308, 0.419], [-0.829, 1.020, -1.193], [-1.042, -1.121, 0.034], [-1.907, -0.685, 0.983], [-1.370, 0.698, 1.512], [-0.400, 1.062, 1.998], [0.383, 1.772, 2.607], [1.118, -0.880, -2.737], [1.822, -1.211, -1.270]], "forces_ev_per_angstrom": [[-1.872, 0.084, -1.150], [-0.193, 1.588, -0.640], [-0.352, -0.572, -0.390], [1.299, -0.912, -0.250], [0.544, -0.334, -0.274], [1.285, 1.104, 0.497], [-2.569, -0.413, -0.653], [2.088, 0.002, 2.075], [-1.183, -0.310, -0.843], [-0.704, 0.254, 0.906], [1.656, -0.491, 0.722]], "nbo_charge": [-1.223, 2.403, -1.169, -1.148, -0.639, 0.005, -0.059, 0.426, -0.378, 0.393, 0.388]}